# 1
61
Properties=species:S:1:pos:R:3:forces:R:3:nbo_charge:R:1 method="wB97M-V/def2-TZVPD" de_lowest_kcal_mol=10.40 smiles=CC(C)CCc1noc(CN(C)CC2CCN(Cc3ccccc3)CC2)n1 homo_lumo_gap_ev=9.427 homo_ev=-8.641 lumo_ev=0.79
C 4.04013 4.33859 -0.14993 0.3 -0.2 0.0 -0.599
C 4.87435 3.05800 -0.15721 -0.3 0.0 0.0 -0.211
C 4.65132 2.29920 -1.46242 0.2 0.1 0.1 -0.617
C 4.51791 2.21210 1.06956 0.4 0.1 -0.1 -0.387
C 5.39192 0.96603 1.24741 -0.1 0.1 0.1 -0.449
C 4.96290 -0.15702 0.38293 0.1 -0.7 -0.4 0.328
N 5.77490 -0.92284 -0.28769 0.9 0.7 0.4 -0.164
O 4.97333 -1.83314 -0.91600 -0.7 -0.4 -0.2 -0.282
C 3.71399 -1.53617 -0.57240 0.3 0.4 0.3 0.516
C 2.59045 -2.36383 -1.11160 -0.1 -0.2 -0.2 -0.265
N 1.46825 -2.53861 -0.22034 0.2 0.1 -0.1 -0.434
C 1.84012 -3.24482 0.98911 0.0 0.0 0.0 -0.420
C 0.74184 -1.30514 0.05084 -0.4 -0.1 0.3 -0.218
C -0.72794 -1.57438 0.38554 0.2 0.2 -0.4 -0.216
C -1.42686 -2.31584 -0.75124 -0.2 -0.2 0.4 -0.400
C -2.90042 -2.52673 -0.42038 0.2 0.0 -0.3 -0.214
N -3.54805 -1.24657 -0.20853 -0.1 -0.1 0.1 -0.444
C -4.98621 -1.37158 -0.05486 0.0 -0.1 -0.1 -0.253
C -5.66068 -0.02831 -0.12849 -0.1 0.0 0.1 0.064
C -6.65691 0.32903 0.76848 0.1 -0.1 0.0 -0.235
C -7.27675 1.56377 0.67565 -0.1 0.1 0.0 -0.210
C -6.90087 2.45662 -0.31223 -0.1 0.1 0.0 -0.221
C -5.90369 2.10869 -1.20902 0.0 0.0 -0.1 -0.204
C -5.29035 0.87323 -1.11951 0.0 0.0 0.0 -0.241
C -2.94928 -0.55372 0.91696 0.2 0.3 0.0 -0.226
C -1.47781 -0.26794 0.63783 -0.1 -0.3 0.3 -0.393
N 3.65277 -0.51825 0.22889 -0.5 -0.2 -0.1 -0.532
H 4.30655 4.97294 -0.99212 0.0 0.1 -0.1 0.207
H 4.20322 4.90131 0.76659 0.0 0.1 0.1 0.205
H 2.98131 4.09925 -0.22220 -0.2 0.0 0.0 0.202
H 5.93353 3.33361 -0.09203 0.0 0.0 0.0 0.190
H 4.81305 2.95777 -2.31336 0.0 0.0 -0.1 0.209
H 3.63213 1.91971 -1.50955 -0.1 -0.1 0.0 0.204
H 5.33995 1.46314 -1.55042 0.0 -0.1 -0.1 0.214
H 4.62779 2.83616 1.95913 -0.1 0.0 0.0 0.207
H 3.47466 1.89790 1.00367 -0.1 0.1 0.1 0.217
H 5.30926 0.62422 2.28337 0.1 0.0 0.0 0.233
H 6.44103 1.18269 1.04324 0.0 0.0 0.1 0.230
H 2.99781 -3.34561 -1.37237 0.0 0.1 -0.1 0.224
H 2.23128 -1.89435 -2.03435 0.1 -0.1 0.0 0.228
H 2.49997 -2.65483 1.64137 0.0 0.0 0.0 0.176
H 0.94025 -3.49596 1.54531 0.0 -0.1 0.1 0.204
H 2.34597 -4.17182 0.72139 0.0 -0.1 0.1 0.200
H 0.77989 -0.68695 -0.84846 0.0 0.1 0.0 0.194
H 1.21196 -0.73581 0.86553 0.0 0.0 -0.1 0.197
H -0.78723 -2.18564 1.29177 0.0 0.0 0.1 0.190
H -0.93958 -3.27526 -0.92399 0.0 0.0 -0.1 0.222
H -1.35441 -1.72188 -1.66337 0.0 0.0 -0.1 0.199
H -3.39700 -3.02892 -1.25530 0.0 0.0 0.1 0.199
H -2.99068 -3.17781 0.47049 0.0 0.0 0.0 0.156
H -5.25797 -1.87698 0.89104 0.0 0.0 -0.1 0.167
H -5.35457 -1.99275 -0.87940 0.0 0.0 0.1 0.208
H -6.95150 -0.36311 1.54528 0.0 -0.1 0.1 0.206
H -8.05230 1.82974 1.37933 -0.1 0.0 0.1 0.211
H -7.38211 3.42115 -0.38257 0.0 0.1 0.0 0.211
H -5.60630 2.80364 -1.98109 0.0 0.0 -0.1 0.211
H -4.50813 0.59338 -1.80834 0.1 0.0 -0.1 0.225
H -3.48834 0.38525 1.06559 0.0 -0.1 0.1 0.213
H -3.03974 -1.15009 1.84578 0.0 0.0 0.0 0.157
H -1.40541 0.36863 -0.24530 0.0 0.1 -0.1 0.202
H -1.04272 0.26690 1.48403 0.0 0.1 0.0 0.208

# 2
61
Properties=species:S:1:pos:R:3:forces:R:3:nbo_charge:R:1 method="wB97M-V/def2-TZVPD" de_lowest_kcal_mol=11.09 smiles=CC(C)CCc1noc(CN(C)CC2CCN(Cc3ccccc3)CC2)n1 homo_lumo_gap_ev=9.467 homo_ev=-8.646 lumo_ev=0.82
C 3.92942 -2.30006 0.98257 -0.2 -0.2 -0.1 -0.618
C 3.35882 -3.70677 0.82259 0.2 -0.1 0.1 -0.220
C 3.46043 -4.47384 2.13976 -0.2 0.1 -0.2 -0.597
C 4.07415 -4.49476 -0.28108 -0.2 0.2 0.0 -0.375
C 4.04258 -3.82199 -1.66171 0.1 -0.4 0.1 -0.450
C 2.65540 -3.48791 -2.05691 -0.5 0.0 -0.3 0.318
N 1.80658 -4.33543 -2.56476 0.9 -0.8 0.0 -0.163
O 0.64920 -3.63092 -2.72800 -0.5 0.6 0.0 -0.280
C 0.89374 -2.38613 -2.30369 0.6 -0.1 0.1 0.509
C -0.20423 -1.38322 -2.20478 -0.2 -0.1 0.0 -0.267
N -0.85925 -1.43932 -0.90976 -0.1 0.0 -0.1 -0.447
C -1.61253 -2.65900 -0.70990 0.0 0.0 0.0 -0.410
C 0.00215 -1.08004 0.21221 0.0 0.5 0.3 -0.222
C -0.44714 0.23013 0.87577 -0.1 -0.2 -0.3 -0.205
C -1.87585 0.14131 1.40687 0.2 0.2 0.3 -0.415
C -2.29461 1.46580 2.03792 -0.2 -0.3 0.0 -0.208
N -2.21042 2.53101 1.05951 0.0 0.1 0.2 -0.443
C -2.75673 3.78233 1.55088 -0.1 -0.1 0.1 -0.252
C -2.93313 4.77717 0.43527 0.0 0.1 0.0 0.064
C -3.44370 4.35768 -0.78753 0.0 0.0 0.0 -0.242
C -3.62327 5.25978 -1.81937 0.0 0.0 -0.1 -0.204
C -3.30169 6.59537 -1.63959 0.0 0.1 -0.1 -0.221
C -2.79584 7.02118 -0.42415 0.0 0.1 0.0 -0.210
C -2.60945 6.11540 0.60642 0.0 -0.1 0.0 -0.235
C -0.84410 2.68624 0.59757 0.1 0.0 -0.4 -0.226
C -0.37792 1.40905 -0.09187 0.1 0.1 0.4 -0.406
N 2.11457 -2.24549 -1.88111 -0.3 0.5 -0.1 -0.521
H 3.47357 -1.80708 1.83860 0.0 0.1 0.1 0.208
H 3.72557 -1.70002 0.10031 0.0 0.1 -0.1 0.223
H 5.00483 -2.34215 1.14335 0.2 0.0 0.0 0.199
H 2.29906 -3.61953 0.55743 0.0 0.0 0.0 0.193
H 3.04742 -5.47497 2.03700 0.0 -0.1 0.0 0.207
H 2.91471 -3.95696 2.92588 0.0 0.0 0.1 0.206
H 4.50075 -4.56172 2.44620 0.1 0.0 0.1 0.200
H 5.11830 -4.64220 0.00349 0.0 -0.1 0.1 0.203
H 3.60574 -5.47754 -0.36821 0.1 -0.1 0.0 0.211
H 4.46390 -4.50765 -2.39790 0.1 0.1 0.0 0.235
H 4.62593 -2.90209 -1.64965 0.0 0.0 -0.1 0.229
H -0.94706 -1.58052 -2.98094 0.1 0.1 0.0 0.222
H 0.21775 -0.38671 -2.34185 0.0 -0.1 -0.1 0.231
H -0.98754 -3.56189 -0.64472 0.0 0.0 0.0 0.172
H -2.18481 -2.57020 0.21117 -0.1 0.0 0.0 0.205
H -2.30935 -2.78609 -1.53807 -0.1 -0.1 0.0 0.201
H 1.03717 -0.96661 -0.12502 0.0 -0.1 0.1 0.215
H -0.00995 -1.87806 0.96253 0.1 0.0 0.0 0.191
H 0.23298 0.42101 1.71493 0.0 0.0 0.0 0.195
H -1.95984 -0.65454 2.14984 0.0 -0.1 0.0 0.203
H -2.54360 -0.08013 0.57475 -0.1 -0.1 0.0 0.215
H -3.33008 1.39596 2.38331 0.1 0.0 0.0 0.199
H -1.65573 1.67340 2.91855 -0.1 0.0 0.0 0.155
H -2.13008 4.22198 2.34982 -0.1 0.0 0.0 0.168
H -3.74063 3.56775 1.98417 0.1 0.0 0.1 0.208
H -3.68466 3.31380 -0.91719 0.0 -0.1 0.0 0.226
H -4.01659 4.92272 -2.76762 0.0 0.0 -0.1 0.211
H -3.44295 7.30127 -2.44497 0.0 0.1 -0.1 0.211
H -2.54131 8.06101 -0.27798 0.0 0.1 0.0 0.211
H -2.20976 6.45291 1.55279 0.1 0.0 0.1 0.206
H -0.81408 3.52152 -0.10644 0.1 0.0 0.1 0.212
H -0.16352 2.92372 1.43853 0.0 0.0 0.0 0.157
H -1.03495 1.20833 -0.93769 0.0 0.0 -0.1 0.211
H 0.64167 1.54370 -0.45758 0.1 0.0 -0.1 0.205

# 3
66
Properties=species:S:1:pos:R:3:forces:R:3:nbo_charge:R:1 method="wB97M-V/def2-TZVPD" total_charge=+3 multiplicity=2 homo_lumo_gap_ev="3.408 / 3.725" s_squared=0.781 homo_ev="-17.295 / -17.355" lumo_ev="-13.89 / -13.63"
Au 0.47990 -0.68830 -0.77330 0.2 0.9 -1.1 1.175
C 0.28870 0.78370 4.51070 -0.7 0.4 -0.6 -0.615
C -0.51670 1.59000 3.44920 1.0 0.8 2.7 0.251
C -1.84230 2.03280 4.07260 0.0 0.0 -0.6 -0.626
C 0.33390 2.82170 3.05660 -0.6 -0.3 -0.3 -0.606
O -0.68040 0.81480 2.33590 -1.5 -1.9 -2.5 -0.815
Ge -2.15300 0.00440 1.46840 2.3 1.8 -0.9 1.814
O -2.08790 0.97890 -0.14860 1.1 -2.7 1.8 -0.891
C -2.91870 1.97490 -0.63330 -1.0 2.1 -1.0 0.255
C -3.04130 1.78870 -2.16380 -0.1 -0.2 0.7 -0.612
C -4.31390 1.93150 -0.00160 0.4 -0.4 0.0 -0.629
C -2.27880 3.35730 -0.34970 -0.3 -0.8 0.1 -0.620
O -0.97830 -1.41040 0.80180 0.3 2.0 -0.9 -0.922
C -1.13300 -2.78270 1.09810 0.3 -2.1 -0.2 0.260
C -2.14140 -2.97520 2.23070 0.1 0.6 -0.1 -0.641
C -1.59680 -3.52970 -0.16120 0.0 0.5 0.5 -0.632
C 0.23490 -3.33550 1.52460 -0.5 0.4 0.1 -0.624
H 0.47160 1.41860 5.37410 0.1 -0.1 0.1 0.240
H 1.23800 0.46210 4.08920 0.2 0.0 0.0 0.185
H -0.28920 -0.08970 4.80880 0.0 -0.1 0.2 0.215
H -1.67400 2.61310 4.97650 -0.1 0.0 0.0 0.256
H -2.44860 1.15710 4.31860 0.0 -0.1 0.1 0.216
H -2.39230 2.64510 3.35370 -0.1 0.1 0.1 0.212
H 0.39690 3.49740 3.90630 0.1 0.1 0.0 0.246
H -0.14530 3.32320 2.21670 0.0 0.2 0.0 0.215
H 1.33340 2.51360 2.75670 0.1 0.0 0.0 0.197
H -3.50970 0.83090 -2.37910 -0.1 -0.1 -0.1 0.207
H -2.05840 1.82450 -2.62980 0.2 0.1 -0.1 0.179
H -3.65810 2.58160 -2.57490 0.0 0.1 -0.1 0.247
H -4.79560 0.97920 -0.22860 -0.1 0.0 0.0 0.218
H -4.94700 2.73480 -0.36840 0.0 0.0 0.0 0.257
H -4.22170 2.02230 1.08520 -0.1 0.1 0.1 0.209
H -1.28000 3.40290 -0.77950 0.1 0.1 0.0 0.199
H -2.21160 3.49890 0.72860 0.0 0.2 0.0 0.213
H -2.89210 4.14350 -0.78160 0.0 0.1 0.0 0.241
H -3.11770 -2.57740 1.93680 -0.1 -0.1 0.0 0.221
H -1.80070 -2.45230 3.12660 0.0 -0.1 0.1 0.231
H -2.26170 -4.03010 2.46520 0.0 0.0 0.0 0.270
H -2.53460 -3.10940 -0.51890 -0.2 0.0 -0.1 0.211
H -1.75130 -4.57900 0.07060 0.0 -0.1 -0.1 0.259
H -0.83580 -3.45190 -0.93680 0.1 -0.1 -0.2 0.190
H 0.60660 -2.78340 2.38290 0.1 0.0 0.2 0.224
H 0.94780 -3.24770 0.70540 0.2 0.0 -0.2 0.192
H 0.13830 -4.38360 1.79380 0.1 -0.1 0.0 0.257
Se 3.40020 -0.48680 -2.81480 0.3 -0.4 0.3 0.497
Se 1.48530 0.77710 -2.75140 -0.7 -0.8 1.5 0.602
C 0.18150 -0.30590 -3.71960 -0.2 -0.1 -0.7 0.003
C -0.02410 -0.25710 -5.08100 0.2 0.1 0.3 -0.213
C -1.08870 -1.00810 -5.57670 -0.1 -0.1 0.2 -0.084
C -1.87540 -1.73600 -4.69770 0.2 0.2 -0.1 -0.179
C -1.57640 -1.71710 -3.34000 -0.6 -0.4 0.2 0.087
N -0.56010 -1.01000 -2.87560 1.1 0.7 1.0 -0.487
C 3.74290 -0.31290 -0.91360 0.4 0.1 -1.0 0.002
C 5.06130 -0.17560 -0.49940 -0.2 -0.1 -0.3 -0.210
C 5.31440 -0.01880 0.85530 -0.3 -0.1 0.2 -0.085
C 4.24200 -0.01560 1.73630 0.2 0.0 -0.3 -0.172
C 2.96260 -0.20090 1.23270 -0.2 0.2 0.6 0.072
N 2.71810 -0.34500 -0.06420 -1.6 -0.3 0.2 -0.523
H 0.59730 0.34380 -5.72960 0.0 0.0 0.0 0.274
H -1.29840 -1.01240 -6.63540 0.0 0.0 -0.1 0.279
H -2.71610 -2.31410 -5.05040 0.0 -0.1 0.0 0.281
H -2.15630 -2.26960 -2.61520 0.0 0.0 0.0 0.249
H 5.86340 -0.19200 -1.22340 0.1 0.2 0.0 0.275
H 6.32750 0.10280 1.20600 0.1 0.0 0.1 0.279
H 4.39920 0.10080 2.79580 -0.1 0.0 0.2 0.276
H 2.09290 -0.24700 1.87170 0.0 0.0 0.2 0.246

In eV, the electronic energy values for the records above are, in order, -31373.2560 -31373.2262 -223375.4149.
In eV/Å, the largest force on an atom values for the records above are, in order, 1.20 1.21 3.54.